Formula: C4H4O
Source: the OMol25 dataset
Level of theory: ωB97M-V/def2-TZVPD

Each line ends with the Löwdin charge.
CARTESIAN COORDINATES (ANGSTROEM)
1 C -1.792 0.153 -0.117  -0.093
2 C -0.345 -0.034 -0.148  -0.061
3 C 0.856 -0.145 -0.092  0.026
4 C 2.284 -0.215 0.152  -0.290
5 O 2.935 0.748 0.493  0.052
6 H -2.025 1.136 0.303  0.084
7 H -2.256 -0.612 0.513  0.084
8 H -2.237 0.090 -1.114  0.083
9 H 2.749 -1.211 0.041  0.115

Properties
Energy relative to the best compared isomer or geometry (same formula, charge and spin) in kJ/mol: 134.2
Highest occupied orbital energy in eV: -10.33
Largest force on an atom in eV/Å: 0.6
DFT total energy in hartree: -229.97685
Charge: 0
SMILES string: CC#CC=O
M in g/mol: 68.08